138
Properties=species:S:1:pos:R:3 method="wB97M-V/def2-TZVPD" homo_energy_ev=-7.3 e_tot_ev=-132415.58529 orbital_gap_ev=4.08 total_charge=0 relative_energy_kj_mol=1827.8 lumo_ha=-0.119
Y 0.115 -1.064 3.509
P -0.316 0.383 0.352
O -1.448 -0.296 1.079
O -0.543 1.083 -0.988
O 0.686 -0.750 0.614
O 0.123 1.225 1.594
C -1.590 2.870 6.375
O -1.214 1.850 5.825
N -1.168 3.293 7.625
C -1.595 4.601 8.182
C -0.024 2.621 8.262
H -2.400 3.520 6.008
H -2.523 4.950 7.729
H -0.899 5.440 8.145
H -1.932 4.475 9.210
H 0.240 1.815 7.578
H 0.664 3.465 8.312
H -0.414 2.265 9.215
C 4.721 -3.788 3.479
O 3.578 -3.420 3.440
N 5.446 -4.245 2.437
C 6.844 -4.184 2.618
C 5.011 -4.066 1.090
H 5.253 -3.985 4.422
H 6.958 -4.109 3.699
H 7.118 -3.301 2.042
H 7.353 -5.073 2.244
H 4.863 -5.064 0.677
H 3.979 -3.728 1.000
H 5.767 -3.461 0.589
C -5.265 -1.326 4.068
O -4.306 -1.660 4.729
N -6.466 -1.918 4.196
C -7.575 -1.508 3.358
C -6.658 -3.161 5.004
H -5.323 -0.542 3.297
H -7.378 -0.554 2.868
H -8.511 -1.547 3.915
H -7.666 -2.303 2.618
H -6.523 -4.036 4.367
H -6.048 -3.242 5.904
H -7.672 -3.257 5.392
C -0.183 -5.632 1.642
O -0.606 -4.697 2.396
N 0.114 -6.873 2.077
C 0.565 -7.956 1.215
C -0.227 -7.249 3.497
H 0.134 -5.414 0.610
H 1.524 -8.405 1.475
H 0.790 -7.508 0.247
H -0.210 -8.712 1.086
H 0.538 -7.977 3.768
H -0.035 -6.381 4.128
H -1.153 -7.823 3.475
C 2.557 5.665 1.187
C 1.472 6.247 1.608
C 1.132 7.643 1.477
O 0.249 8.183 2.091
C 2.135 8.372 0.542
C 3.251 7.692 0.069
C 3.610 6.293 0.472
O 4.789 5.969 0.364
O 4.186 8.353 -0.660
O 0.360 5.452 1.970
H 2.801 4.619 1.300
H 2.011 9.400 0.235
H 4.611 7.650 -1.157
H 0.389 4.519 1.746
C 5.502 1.136 -1.907
C 5.886 0.930 -0.608
C 7.268 0.967 -0.060
O 7.534 0.720 1.072
C 8.274 1.294 -1.149
C 7.928 1.513 -2.400
C 6.464 1.596 -2.835
O 6.126 2.145 -3.873
O 8.891 1.833 -3.329
O 4.876 0.564 0.276
H 4.444 1.165 -2.125
H 9.345 1.393 -1.052
H 8.458 2.423 -3.951
H 4.072 0.441 -0.234
C 1.347 -2.210 -4.272
C 0.090 -2.353 -4.753
C -0.319 -3.442 -5.730
O -1.465 -3.782 -6.074
C 0.794 -4.216 -6.140
C 2.056 -4.032 -5.667
C 2.483 -3.139 -4.629
O 3.542 -3.174 -3.975
O 3.012 -4.815 -6.148
O -0.956 -1.494 -4.370
H 1.638 -1.396 -3.624
H 0.705 -4.765 -7.066
H 3.831 -4.649 -5.676
H -0.660 -0.997 -3.604
C -5.807 -4.689 -2.947
C -4.737 -5.454 -2.944
C -3.471 -5.207 -2.143
O -2.455 -5.902 -2.010
C -3.672 -3.866 -1.465
C -4.796 -3.101 -1.463
C -6.016 -3.532 -2.134
O -7.103 -2.921 -2.081
O -4.771 -1.855 -1.046
O -4.622 -6.605 -3.629
H -6.562 -5.065 -3.621
H -2.842 -3.216 -1.232
H -3.950 -1.723 -0.567
H -3.691 -6.798 -3.764
C -7.304 3.077 -0.969
C -7.028 3.310 0.366
C -5.674 3.611 0.857
O -5.488 4.096 1.973
C -4.711 3.419 -0.121
C -4.954 3.177 -1.427
C -6.316 2.880 -1.966
O -6.543 2.584 -3.120
O -4.009 3.190 -2.432
O -7.941 3.314 1.304
H -8.279 2.810 -1.350
H -3.658 3.491 0.106
H -3.287 2.652 -2.099
H -7.492 3.624 2.094
C 1.450 3.232 -5.252
C 1.378 4.361 -4.506
C 2.146 5.612 -4.901
O 2.162 6.699 -4.384
C 2.538 5.569 -6.327
C 2.522 4.431 -7.080
C 2.107 3.082 -6.513
O 2.262 1.977 -7.116
O 2.813 4.434 -8.417
O 1.009 4.362 -3.225
H 0.976 2.322 -4.915
H 2.825 6.473 -6.843
H 3.099 5.276 -8.779
H 0.658 3.511 -2.953